1.
Below is a 2-piece molecular cluster, C5H14 overall at a distorted geometry, with properties calculated with ωB97M-V/def2-TZVPD.

Last column: Mulliken charge in e.
Positions of all 19 atoms, in Å:
C1 2.96 -0.90 -0.21  -0.863
C2 1.89 -0.59 -1.20  -0.759
H1 3.25 -1.95 -0.22  0.283
H2 3.77 -0.15 -0.14  0.311
H3 2.63 -0.82 0.83  0.280
H4 1.25 0.29 -0.97  0.103
H5 0.98 -1.22 -1.25  0.291
H6 2.14 -0.58 -2.25  0.359
C3 -1.28 0.73 0.12  -0.090
C4 -2.43 1.59 0.70  -1.073
C5 -1.25 -0.71 0.64  -1.041
H7 -1.38 0.70 -0.98  0.306
H8 -0.26 1.12 0.15  0.215
H9 -3.01 2.03 -0.11  0.262
H10 -1.67 -1.36 -0.15  0.274
H11 -0.23 -1.04 0.81  0.160
H12 -1.94 2.47 1.16  0.263
H13 -3.05 1.02 1.37  0.328
H14 -1.79 -1.11 1.51  0.390

Values from the calculation:
- Kohn-Sham gap: 11.92 eV
- Structure (SMILES): CCC.CC
- Relative energy (zero: lowest compared OMol25 entry of this formula, charge and spin): 25.9 kcal/mol
- Max |F|: 0.053 Eh/bohr


2.
Below is a single C2H4ClNOS2 molecule at a distorted geometry, with properties calculated with ωB97M-V/def2-TZVPD.

Last column: Mulliken charge in e.
Positions of all 11 atoms, in Å:
C1 -0.77 0.74 0.01  0.626
C2 0.69 -0.14 0.07  -0.069
N1 -1.44 0.44 -1.08  -0.365
O1 -0.93 1.46 0.94  -0.498
S1 1.73 0.48 1.50  -0.160
S2 0.09 -1.80 0.14  -0.127
Cl1 1.76 0.25 -1.37  -0.183
H1 -0.77 0.09 -1.89  0.231
H2 -2.40 0.72 -1.27  0.242
H3 0.86 0.18 2.51  0.158
H4 1.16 -2.42 0.44  0.144

Values from the calculation:
- Kohn-Sham gap: 9.83 eV
- Structure (SMILES): NC(=O)C(S)(S)Cl
- Relative energy (zero: lowest compared OMol25 entry of this formula, charge and spin): 0.0 kcal/mol
- Max |F|: 0.076 Eh/bohr


3.
Below is C40H40HgNOSi as an isolated structure at a distorted geometry, with properties calculated with ωB97M-V/def2-TZVPD.

Last column: Mulliken charge in e.
Positions of all 84 atoms, in Å:
C1 2.44 -0.39 0.43  0.018
C2 2.48 -1.09 -0.80  -1.448
C3 2.07 -0.21 -1.83  0.114
H1 2.73 -2.14 -0.91  0.413
C4 1.70 1.06 -1.24  -0.424
C5 1.91 0.93 0.19  -1.229
H2 1.46 1.98 -1.75  0.502
C6 -1.19 -2.06 0.85  -1.409
C7 -0.11 -2.85 0.33  -1.101
C8 -0.21 -2.87 -1.09  -0.440
H3 0.67 -3.28 0.94  0.336
C9 -1.35 -2.10 -1.46  -0.052
C10 -1.95 -1.51 -0.26  -1.086
H4 2.01 -0.43 -2.88  0.291
H5 1.85 1.75 0.90  0.306
H6 2.65 -0.79 1.41  0.595
H7 -2.90 -0.96 -0.21  0.357
H8 0.49 -3.30 -1.80  0.439
H9 -1.46 -1.94 1.87  1.071
Hg1 -0.15 -0.06 -0.16  1.752
C11 -1.87 -1.82 -2.84  2.872
C12 -3.40 -2.07 -2.84  -1.844
C13 -1.18 -2.75 -3.85  -2.200
H10 -3.57 -3.10 -2.48  0.429
H11 -3.80 -1.95 -3.85  0.474
H12 -3.90 -1.36 -2.17  0.299
H13 -1.37 -3.79 -3.56  0.469
H14 -0.10 -2.58 -3.87  0.258
H15 -1.57 -2.57 -4.86  0.470
C14 -1.57 -0.34 -3.22  -0.510
C15 -2.10 0.19 -4.56  0.033
H16 -0.47 -0.23 -3.25  -0.296
H17 -1.95 0.36 -2.45  0.534
O1 -3.02 -0.35 -5.20  -0.718
N1 -1.47 1.31 -5.04  -0.002
C16 -0.32 1.99 -4.46  -0.958
H18 -1.84 1.66 -5.91  0.289
C17 1.01 1.39 -4.93  0.912
C18 2.20 2.03 -4.53  -0.282
H19 2.11 2.92 -3.90  0.380
C19 3.44 1.52 -4.93  -0.611
H20 4.35 2.04 -4.61  0.355
C20 3.50 0.37 -5.75  -0.472
H21 4.47 -0.01 -6.07  0.357
C21 2.31 -0.27 -6.14  -0.606
H22 2.34 -1.17 -6.78  0.376
C22 1.07 0.24 -5.74  -0.200
H23 0.14 -0.25 -6.07  0.325
H24 -0.36 1.96 -3.36  0.053
H25 -0.36 3.05 -4.75  0.523
C23 -0.70 5.01 3.94  -0.733
C24 0.45 4.65 3.20  -0.802
C25 0.65 3.34 2.77  -0.634
C26 -0.33 2.40 3.11  1.449
C27 -1.50 2.72 3.82  -0.669
C28 -1.67 4.03 4.24  -0.553
Si1 -0.12 0.55 2.88  -0.493
C29 1.44 -0.16 3.56  0.862
C30 1.68 -1.55 3.59  0.069
C31 2.80 -2.04 4.27  -0.652
C32 3.69 -1.16 4.91  -0.734
C33 3.44 0.23 4.86  -0.553
C34 2.33 0.73 4.17  -1.001
C35 -1.53 -0.35 3.67  0.114
C36 -1.22 -1.05 4.85  -0.298
C37 -2.27 -1.64 5.56  -0.727
C38 -3.59 -1.54 5.11  -0.637
C39 -3.88 -0.83 3.92  -0.785
C40 -2.85 -0.24 3.19  0.137
H26 -0.85 6.03 4.28  0.342
H27 1.19 5.39 2.97  0.404
H28 1.53 3.05 2.23  0.404
H29 -2.22 1.94 4.06  0.287
H30 -2.55 4.26 4.81  0.406
H31 0.99 -2.25 3.11  0.463
H32 2.97 -3.11 4.31  0.402
H33 4.55 -1.54 5.45  0.331
H34 4.11 0.92 5.35  0.394
H35 2.13 1.80 4.14  0.356
H36 -0.19 -1.11 5.19  0.427
H37 -2.02 -2.18 6.46  0.395
H38 -4.40 -2.00 5.67  0.346
H39 -4.89 -0.73 3.57  0.409
H40 -3.06 0.32 2.28  0.562

Values from the calculation:
- Kohn-Sham gap (spin up / spin down): 4.88 / 4.88 eV
- Relative energy (zero: lowest compared OMol25 entry of this formula, charge and spin): 8.2 kcal/mol
- Total charge: -1
- Max |F|: 0.063 Eh/bohr


4.
Below is C17H44ClInNO6 as an isolated structure at a distorted geometry, with properties calculated with ωB97M-V/def2-TZVPD.

Last column: Mulliken charge in e.
Positions of all 70 atoms, in Å:
C1 -1.98 0.19 -1.64  -0.605
C2 -1.73 -1.33 -2.21  -0.371
N1 -0.25 -1.71 -2.33  -0.663
In1 0.75 -1.21 -0.46  0.851
C3 -0.84 -1.41 1.15  -1.108
C4 -0.36 -2.21 2.50  0.419
C5 -0.42 -1.15 3.76  -0.827
Cl1 -1.71 -3.49 2.84  -0.344
H1 -2.38 0.22 -0.52  0.164
H2 -2.84 0.70 -2.29  0.213
H3 -1.04 0.89 -1.68  0.143
H4 -2.21 -2.15 -1.52  0.197
H5 -2.19 -1.38 -3.30  0.265
H6 -0.26 -2.77 -2.30  0.149
H7 1.30 0.52 -0.68  -0.391
H8 2.21 -2.26 -0.19  -0.373
H9 -1.25 -0.31 1.35  0.167
H10 -1.77 -2.00 0.68  0.212
H11 0.66 -2.78 2.39  0.380
H12 0.54 -1.18 4.43  0.177
H13 -1.33 -1.39 4.49  0.154
H14 -0.57 -0.02 3.41  0.277
C6 1.12 -3.31 8.12  -0.811
O1 0.18 -2.78 7.20  -0.296
C7 -0.87 -3.71 6.91  -0.209
C8 -2.15 -3.37 7.69  -0.499
O2 -1.96 -3.55 9.10  -0.380
C9 -1.74 -2.31 9.77  -0.730
H15 1.75 -2.49 8.47  0.259
H16 0.64 -3.77 8.99  0.338
H17 1.76 -4.05 7.62  0.308
H18 -0.55 -4.74 7.12  0.339
H19 -1.09 -3.63 5.84  0.127
H20 -2.94 -4.06 7.39  0.366
H21 -2.48 -2.35 7.47  0.310
H22 -2.69 -1.77 9.86  0.325
H23 -1.01 -1.69 9.26  0.318
H24 -1.37 -2.53 10.78  0.247
C10 -3.33 4.54 -2.52  -0.805
O3 -2.10 3.82 -2.49  -0.325
C11 -1.65 3.46 -3.81  -0.422
C12 -0.55 4.41 -4.29  -0.526
O4 -1.04 5.74 -4.49  -0.385
C13 -0.70 6.60 -3.41  -0.710
H25 -3.49 4.97 -1.53  0.255
H26 -3.32 5.34 -3.26  0.347
H27 -4.15 3.85 -2.74  0.304
H28 -2.49 3.44 -4.51  0.324
H29 -1.24 2.45 -3.74  0.380
H30 -0.18 4.06 -5.26  0.335
H31 0.30 4.41 -3.60  0.329
H32 0.35 6.88 -3.48  0.325
H33 -0.91 6.15 -2.44  0.310
H34 -1.31 7.51 -3.50  0.241
C14 3.57 -1.32 -6.81  -0.734
O5 4.63 -0.72 -6.07  -0.373
C15 4.51 0.70 -6.00  -0.444
C16 3.94 1.15 -4.65  -0.584
O6 2.59 0.73 -4.49  -0.309
C17 2.48 -0.42 -3.66  -0.668
H35 3.59 -2.39 -6.63  0.252
H36 2.60 -0.93 -6.52  0.301
H37 3.73 -1.14 -7.88  0.329
H38 3.91 1.08 -6.83  0.293
H39 5.52 1.11 -6.11  0.365
H40 3.94 2.25 -4.62  0.383
H41 4.57 0.79 -3.82  0.325
H42 2.62 -0.13 -2.61  0.195
H43 3.20 -1.19 -3.93  0.290
H44 1.47 -0.83 -3.77  0.305

Values from the calculation:
- Kohn-Sham gap: 6.87 eV
- Relative energy (zero: lowest compared OMol25 entry of this formula, charge and spin): 49.7 kcal/mol
- Total charge: -1
- Max |F|: 0.052 Eh/bohr